Molecular formula: C8H19N3
Method: DFT, ωB97M-V with the def2-TZVPD basis set

## Properties
**Energy relative to the best compared isomer or geometry (same formula, charge and spin)**: 0.00 kJ/mol
**Kohn-Sham gap**: 9.9 eV
**HOMO level**: -8.98 eV
**E_LUMO**: 0.8760 eV

Geometry as ORCA input:
```
! RIJCOSX wB97M-V def2-TZVPD def2/J DEFGRID3
* xyz 0 1
H -0.439 3.098 -1.073
N 0.369 3.706 -1.265
C 1.452 3.003 -1.203
N 2.667 3.569 -1.431
C 1.374 1.536 -0.864
C 2.107 1.205 0.446
C 1.408 1.758 1.696
H 2.746 4.524 -1.770
H 3.546 3.083 -1.296
H 0.318 1.243 -0.778
H 1.790 0.995 -1.716
H 2.208 0.109 0.528
H 3.137 1.572 0.390
H 1.537 2.845 1.795
H 1.810 1.279 2.603
H 0.327 1.529 1.688
C -0.852 -1.042 0.563
C -1.371 -1.982 -0.517
C -2.599 -2.726 -0.077
C -2.450 -3.931 0.749
N -2.805 -4.041 -0.681
H -1.569 -0.225 0.762
H 0.134 -0.627 0.309
H -0.722 -1.582 1.521
H -1.598 -1.423 -1.423
H -0.616 -2.739 -0.786
H -3.476 -2.104 0.119
H -3.195 -4.154 1.503
H -1.435 -4.255 0.982
H -3.803 -4.224 -0.774
*
```

Atom charges from the Löwdin analysis, given in e for atoms 1 to 2:
1 H 0.0333
2 N 0.0910

Molecular formula: C4H9NOS2
Method: DFT, ωB97M-V with the def2-TZVPD basis set

## Properties
**Energy relative to the best compared isomer or geometry (same formula, charge and spin)**: 108.02 kJ/mol
**Kohn-Sham gap**: 9.2 eV
**HOMO level**: -8.72 eV
**E_LUMO**: 0.5283 eV

Geometry as ORCA input:
```
! RIJCOSX wB97M-V def2-TZVPD def2/J DEFGRID3
* xyz 0 1
C -1.372 1.681 -0.342
C 0.017 1.005 -0.120
C 0.274 -0.235 -0.949
S -0.345 -1.774 -0.091
S -1.686 -1.722 1.355
N 0.997 2.096 -0.204
C 2.340 1.988 -0.474
O 2.893 0.915 -0.565
H -1.682 2.066 0.619
H -1.327 2.375 -1.176
H -1.971 0.846 -0.717
H -0.043 0.711 0.937
H -0.209 -0.229 -1.920
H 1.311 -0.546 -0.978
H -2.894 -1.414 0.850
H 0.751 2.875 0.386
H 2.825 2.964 -0.622
*
```

Atom charges from the Löwdin analysis, given in e for atoms 1 to 2:
1 C -0.0460
2 C -0.4374

Molecular formula: CH7B2NO2
Method: DFT, ωB97M-V with the def2-TZVPD basis set

## Properties
**Kohn-Sham gap**: 10.9 eV
**HOMO level**: -10.57 eV
**E_LUMO**: 0.2869 eV

Geometry as ORCA input:
```
! RIJCOSX wB97M-V def2-TZVPD def2/J DEFGRID3
* xyz 0 1
N -0.840 -1.929 -0.025
B 0.103 -1.186 0.718
C -0.155 0.324 1.064
B 0.301 1.134 -0.196
O -0.629 1.743 -1.026
O 1.650 1.231 -0.453
H -0.518 -2.641 -0.660
H -1.611 -1.415 -0.428
H 1.095 -1.758 1.067
H 0.441 0.640 1.919
H -1.215 0.507 1.257
H -0.484 1.649 -1.972
H 1.863 1.702 -1.264
*
```

Atom charges from the Löwdin analysis, given in e for atoms 1 to 2:
1 N 0.1313
2 B -0.3267

Molecular formula: C4H7NO2
Method: DFT, ωB97M-V with the def2-TZVPD basis set

## Properties
**Energy relative to the best compared isomer or geometry (same formula, charge and spin)**: 883.83 kJ/mol
**Kohn-Sham gap (alpha / beta)**: 7.7 / 7.7 eV
**HOMO level (alpha / beta)**: -8.50 / -8.50 eV
**E_LUMO (alpha / beta)**: -0.8146 / -0.8135 eV

Geometry as ORCA input:
```
! RIJCOSX wB97M-V def2-TZVPD def2/J DEFGRID3
* xyz 0 1
C -1.307 -1.333 -0.032
C -0.370 -0.150 0.063
N -0.687 1.112 0.079
O -1.220 1.532 1.299
C 0.739 0.237 -0.817
C 2.022 0.295 -0.129
O 2.626 -0.678 -0.651
H -2.060 -0.959 -0.743
H -0.845 -2.205 -0.503
H -1.844 -1.625 0.871
H -1.391 2.471 1.158
H 0.674 0.061 -1.891
H 2.561 1.217 0.184
H 1.102 0.026 1.113
*
```

Atom charges from the Löwdin analysis, given in e for atoms 1 to 2:
1 C 0.0078
2 C -0.3682

Molecular formula: C4H7ClN2
Method: DFT, ωB97M-V with the def2-TZVPD basis set

## Properties
**Energy relative to the best compared isomer or geometry (same formula, charge and spin)**: 577.53 kJ/mol
**Kohn-Sham gap**: 9.0 eV
**HOMO level**: -8.90 eV
**E_LUMO**: 0.1148 eV

Geometry as ORCA input:
```
! RIJCOSX wB97M-V def2-TZVPD def2/J DEFGRID3
* xyz 0 1
C 0.197 -1.130 -2.570
N -0.512 -1.086 -1.342
N 0.280 -0.904 -0.254
C -0.697 -0.751 0.825
C -0.033 0.581 0.390
C 0.858 1.485 1.395
Cl -0.746 2.444 2.156
H 1.295 -1.104 -2.550
H -0.578 -1.470 -3.309
H -1.700 -1.096 0.681
H -0.157 -1.225 1.723
H -0.945 1.089 -0.087
H 1.396 2.108 0.644
H 1.342 1.060 2.298
*
```

Atom charges from the Löwdin analysis, given in e for atoms 1 to 2:
1 C 0.0305
2 N -0.0932

Molecular formula: C8H12N4Si
Method: DFT, ωB97M-V with the def2-TZVPD basis set

## Properties
**Energy relative to the best compared isomer or geometry (same formula, charge and spin)**: 303.32 kJ/mol
**Kohn-Sham gap**: 8.2 eV
**HOMO level**: -7.66 eV
**E_LUMO**: 0.5792 eV

Geometry as ORCA input:
```
! RIJCOSX wB97M-V def2-TZVPD def2/J DEFGRID3
* xyz 0 1
C -0.105 2.521 1.033
Si 0.772 1.353 -0.024
C 0.588 1.258 -1.914
C 1.809 -0.098 0.654
C 2.250 -0.344 1.976
C 2.940 -1.508 1.962
N 2.747 -2.045 0.690
N 2.051 -1.152 -0.067
H -0.025 2.544 2.115
H -0.960 2.962 0.723
H -0.406 0.989 -2.164
H 1.011 2.219 -2.408
H 1.434 0.555 -2.262
H 2.124 0.425 2.686
H 3.249 -2.182 2.721
H 3.246 -2.709 0.234
C -2.455 0.293 -1.261
C -2.153 -1.031 -1.709
N -2.397 -1.937 -0.814
N -2.778 -1.251 0.296
C -2.833 0.105 0.059
H -2.308 1.267 -1.744
H -1.604 -1.451 -2.651
H -3.035 -1.739 1.155
H -3.163 0.954 0.715
*
```

Atom charges from the Löwdin analysis, given in e for atoms 1 to 2:
1 C -0.2034
2 Si 0.7802

Molecular formula: C42H43AsBiOP2S
Method: DFT, ωB97M-V with the def2-TZVPD basis set

## Properties
**Energy relative to the best compared isomer or geometry (same formula, charge and spin)**: 0.00 kJ/mol
**Kohn-Sham gap**: 7.2 eV
**HOMO level**: -16.56 eV
**E_LUMO**: -9.3232 eV

Geometry as ORCA input:
```
! RIJCOSX wB97M-V def2-TZVPD def2/J DEFGRID3
* xyz 3 1
Bi -0.950 -0.632 0.705
O -4.517 0.588 -0.291
S -3.122 0.747 -0.675
C -3.003 0.321 -2.414
C -4.125 0.452 -3.214
C -4.083 0.002 -4.524
C -2.922 -0.575 -5.023
C -1.806 -0.719 -4.216
C -1.843 -0.284 -2.889
P -0.327 -0.565 -1.922
C 0.138 -2.255 -2.361
C -0.703 -3.270 -1.895
C -0.520 -4.569 -2.334
C 0.489 -4.853 -3.248
C 1.328 -3.847 -3.705
C 1.158 -2.542 -3.265
C 0.875 0.550 -2.663
C 0.427 1.534 -3.546
C 1.354 2.266 -4.270
C 2.708 2.029 -4.103
C 3.149 1.070 -3.198
C 2.238 0.330 -2.467
C -2.768 2.517 -0.583
C -3.716 3.380 -1.108
C -3.607 4.741 -0.874
C -2.585 5.223 -0.065
C -1.655 4.358 0.486
C -1.717 2.988 0.210
P -0.456 1.969 1.044
C 1.211 2.555 0.669
C 2.279 1.834 1.214
C 3.568 2.323 1.108
C 3.802 3.511 0.430
C 2.749 4.201 -0.151
C 1.450 3.730 -0.037
C -0.719 2.245 2.811
C -2.040 2.356 3.261
C -2.288 2.533 4.611
C -1.233 2.573 5.514
C 0.077 2.456 5.066
C 0.342 2.295 3.715
H -5.031 0.876 -2.799
H -4.962 0.089 -5.147
H -2.891 -0.932 -6.043
H -0.909 -1.175 -4.615
H -1.527 -3.034 -1.224
H -1.168 -5.363 -1.986
H 0.613 -5.864 -3.611
H 2.105 -4.076 -4.421
H 1.801 -1.755 -3.636
H -0.630 1.706 -3.696
H 1.014 3.002 -4.987
H 3.428 2.589 -4.685
H 4.208 0.888 -3.078
H 2.580 -0.433 -1.778
H -4.557 2.983 -1.660
H -4.340 5.418 -1.292
H -2.528 6.280 0.160
H -0.895 4.741 1.157
H 2.099 0.898 1.737
H 4.393 1.782 1.552
H 4.811 3.892 0.344
H 2.937 5.121 -0.688
H 0.639 4.290 -0.480
H -2.867 2.326 2.561
H -3.305 2.647 4.961
H -1.429 2.705 6.569
H 0.897 2.502 5.769
H 1.367 2.236 3.373
C 3.480 -2.327 3.426
C 1.988 -2.427 3.707
As 0.806 -2.411 2.108
C 1.515 -3.843 0.950
C 1.564 -5.217 1.611
C -0.890 -3.119 2.852
C -0.802 -3.985 4.108
H 4.015 -2.429 4.370
H 3.746 -1.364 2.992
H 3.828 -3.120 2.765
H 1.660 -1.611 4.352
H 1.742 -3.368 4.199
H 2.511 -3.519 0.645
H 0.896 -3.879 0.054
H 2.099 -5.199 2.561
H 2.094 -5.908 0.956
H 0.563 -5.616 1.776
H -1.366 -3.689 2.049
H -1.534 -2.260 3.073
H -0.208 -4.883 3.948
H -1.808 -4.298 4.386
H -0.394 -3.434 4.954
*
```

Atom charges from the Löwdin analysis, given in e for atoms 1 to 2:
1 Bi 1.2185
2 O -0.3984

Molecular formula: C26H32NO4ReS2
Method: DFT, ωB97M-V with the def2-TZVPD basis set

## Properties
**Energy relative to the best compared isomer or geometry (same formula, charge and spin)**: 0.00 kJ/mol
**Kohn-Sham gap (alpha / beta)**: 7.2 / 5.5 eV
**HOMO level (alpha / beta)**: -10.53 / -11.70 eV
**E_LUMO (alpha / beta)**: -3.2963 / -6.2209 eV
**<S²>**: 3.774

Geometry as ORCA input:
```
! RIJCOSX wB97M-V def2-TZVPD def2/J DEFGRID3
* xyz 1 4
O -3.367 3.344 -0.097
C -4.157 3.354 -1.332
C -5.096 4.473 -0.904
H -4.673 2.400 -1.473
H -3.545 3.625 -2.201
C -4.288 4.355 0.414
H -6.151 4.161 -0.854
H -4.978 5.401 -1.475
C -5.186 3.823 1.514
H -5.708 2.920 1.166
H -5.949 4.582 1.758
H -4.617 3.606 2.423
C -3.549 5.624 0.800
H -2.907 5.958 -0.027
H -2.953 5.446 1.706
H -4.273 6.424 1.021
Re 1.610 -0.431 0.429
C 3.634 0.228 0.223
C 3.294 -0.275 -1.090
C 2.259 0.561 -1.631
H 3.747 -1.134 -1.575
C 1.974 1.589 -0.684
C 2.800 1.386 0.477
H 2.836 2.062 1.325
H 4.405 -0.178 0.871
H 1.804 0.436 -2.610
H 1.306 2.436 -0.821
C 1.931 -1.771 2.089
C 1.970 -0.398 2.527
C 0.693 0.206 2.239
H 2.797 0.075 3.042
C -0.145 -0.817 1.651
C 0.619 -2.027 1.564
H 0.242 -2.970 1.181
H 2.721 -2.497 2.195
H 0.403 1.232 2.440
H -1.168 -0.705 1.319
O -3.159 0.765 -0.483
C -1.825 1.313 -0.264
C -1.354 1.968 -1.563
H -1.131 0.467 -0.089
H -1.805 1.944 0.618
C -2.185 1.194 -2.625
H -0.286 1.815 -1.715
H -1.558 3.043 -1.554
C -3.032 0.199 -1.814
H -1.537 0.672 -3.323
H -2.821 1.910 -3.169
H -2.484 -0.755 -1.770
H -4.037 0.006 -2.199
O 1.883 -7.483 -0.958
S 1.806 -6.444 0.040
O 1.232 -6.758 1.328
N 1.164 -5.055 -0.567
C 1.994 -4.026 -0.666
S 1.376 -2.572 -1.357
C 3.360 -4.340 -0.178
C 4.518 -3.562 -0.058
C 5.684 -4.124 0.466
C 5.700 -5.474 0.864
C 4.553 -6.269 0.750
C 3.403 -5.672 0.251
H 4.480 -2.522 -0.389
H 6.577 -3.510 0.551
H 6.616 -5.905 1.252
H 4.533 -7.326 1.018
*
```

Atom charges from the Löwdin analysis, given in e for atoms 1 to 2:
1 O -0.1293
2 C -0.1616

Molecular formula: C5H4BrO3
Method: DFT, ωB97M-V with the def2-TZVPD basis set

## Properties
**Energy relative to the best compared isomer or geometry (same formula, charge and spin)**: 212.93 kJ/mol
**Kohn-Sham gap (alpha / beta)**: 7.5 / 7.5 eV
**HOMO level (alpha / beta)**: -4.29 / -4.29 eV
**E_LUMO (alpha / beta)**: 3.2323 / 3.2323 eV

Geometry as ORCA input:
```
! RIJCOSX wB97M-V def2-TZVPD def2/J DEFGRID3
* xyz -1 1
C 0.260 -2.517 0.229
C -0.046 -1.387 -0.059
C -1.374 0.608 0.335
C 1.276 0.910 0.396
C -0.333 -0.159 -0.547
O -1.969 1.414 -0.416
O -1.555 0.324 1.537
O -0.467 0.314 -1.794
Br 3.014 0.175 0.082
H 0.195 -3.410 0.773
H 0.935 0.856 1.487
H 1.304 1.823 -0.296
H -1.239 1.049 -1.727
*
```

Atom charges from the Löwdin analysis, given in e for atoms 1 to 2:
1 C 0.1287
2 C -0.1487

Molecular formula: H4N2O2Si
Method: DFT, ωB97M-V with the def2-TZVPD basis set

## Properties
**Energy relative to the best compared isomer or geometry (same formula, charge and spin)**: 300.68 kJ/mol
**Kohn-Sham gap**: 9.6 eV
**HOMO level**: -10.67 eV
**E_LUMO**: -1.0655 eV

Geometry as ORCA input:
```
! RIJCOSX wB97M-V def2-TZVPD def2/J DEFGRID3
* xyz 0 1
H 1.627 -1.397 -0.401
N 0.773 -0.785 -0.228
Si -0.168 -0.688 1.039
N -1.187 0.730 0.679
O -1.860 1.095 1.641
O -1.177 1.199 -0.436
H -0.750 -1.212 2.231
H 1.533 0.555 -1.921
H 1.208 0.504 -2.602
*
```

Atom charges from the Löwdin analysis, given in e for atoms 1 to 2:
1 H 0.0109
2 N -0.1696

Molecular formula: C2H3Cl2NO
Method: DFT, ωB97M-V with the def2-TZVPD basis set

## Properties
**Energy relative to the best compared isomer or geometry (same formula, charge and spin)**: 471.77 kJ/mol
**Kohn-Sham gap (alpha / beta)**: 7.1 / 7.3 eV
**HOMO level (alpha / beta)**: -10.56 / -10.27 eV
**E_LUMO (alpha / beta)**: -3.4093 / -2.9969 eV

Geometry as ORCA input:
```
! RIJCOSX wB97M-V def2-TZVPD def2/J DEFGRID3
* xyz 0 1
C -0.439 -0.349 0.192
C 1.077 -0.633 0.249
N -0.765 0.536 -0.733
O -1.200 -0.999 0.860
Cl 0.135 1.716 -1.416
Cl -3.060 1.861 0.044
H 1.640 0.282 0.087
H 1.331 -1.363 -0.515
H 1.281 -1.051 1.232
*
```

Atom charges from the Löwdin analysis, given in e for atoms 1 to 2:
1 C -0.6723
2 C -0.0248

Molecular formula: C3H6NO4
Method: DFT, ωB97M-V with the def2-TZVPD basis set

## Properties
**Energy relative to the best compared isomer or geometry (same formula, charge and spin)**: 24.16 kJ/mol
**Kohn-Sham gap**: 8.7 eV
**HOMO level**: -12.86 eV
**E_LUMO**: -4.1180 eV

Geometry as ORCA input:
```
! RIJCOSX wB97M-V def2-TZVPD def2/J DEFGRID3
* xyz 1 1
C 0.551 -1.711 0.020
C -0.112 -0.545 -0.685
C -0.741 1.620 0.129
N 1.884 -1.514 0.474
O 2.125 -2.091 1.494
O -0.300 0.463 0.370
O -0.882 2.357 1.136
O -1.014 2.092 -1.085
H 0.139 -2.302 0.765
H 0.772 -2.384 -0.790
H 0.542 -0.121 -1.483
H -1.166 -0.888 -1.226
H -0.543 2.026 1.992
H -1.256 2.999 -1.109
*
```

Atom charges from the Löwdin analysis, given in e for atoms 1 to 2:
1 C -0.1880
2 C -0.0521

The energy results, record by record, are as follows: -480.444270 -1084.155119 -297.388222 -361.544222 -726.120577 -820.422062 -5231.820303 -2239.842720 -2992.591086 -551.701022 -1128.227222 -473.244315 a.u..